This record from the Open Molecules 2025 dataset describes a 18-piece molecular cluster, C40H116O18 overall. The level of theory is ωB97M-V/def2-TZVPD.

Geometry as XYZ:
```
174
Properties=species:S:1:pos:R:3:forces:R:3:mulliken_charge:R:1
C 20.6234 14.7547 -16.1555 0.7 0.2 0.4 -1.652
H 20.8903 9.8120 -24.0391 0.1 0.6 0.0 -0.474
C 29.1137 9.4100 -19.1672 0.1 -0.7 -0.7 -1.293
C 26.6014 6.0774 -23.9840 0.4 -0.7 -0.8 -0.566
H 23.1200 8.8137 -24.6435 -0.3 0.0 -0.2 -0.050
O 22.5997 4.3791 -21.7332 0.4 -0.1 -0.1 -0.608
H 24.4778 14.9749 -21.2344 -0.2 -0.4 -0.1 -0.112
C 16.2118 7.4942 -23.1566 0.7 -0.7 1.5 -0.491
H 23.5575 8.6584 -15.9301 0.2 0.0 0.2 0.221
H 22.5322 14.1903 -19.7410 0.1 -0.1 -0.1 -0.352
H 21.0789 10.9756 -28.2074 0.6 -0.2 0.2 -0.149
C 25.7268 5.1198 -19.7882 -0.6 1.3 0.7 0.488
H 24.0505 9.5478 -25.9580 0.0 0.1 0.1 0.241
C 23.6506 8.6095 -25.5734 0.5 0.1 -0.4 -0.666
H 27.1147 10.7392 -25.0411 0.2 -0.5 0.0 0.220
H 28.7315 8.7333 -19.9315 -0.2 -0.1 0.0 0.228
H 27.2157 6.3257 -24.8496 0.0 0.2 0.1 0.343
H 23.0900 5.8950 -23.0174 0.1 -0.2 -0.2 -0.071
C 23.0331 10.0770 -14.3222 0.9 0.0 -0.1 0.810
O 28.9554 9.9927 -16.8946 -0.4 -0.6 1.1 -0.592
H 22.1228 11.6457 -19.7295 0.6 0.2 -0.4 -0.010
H 27.3345 11.5552 -18.2796 0.1 0.0 0.0 0.452
H 24.5774 4.8163 -21.3521 -0.4 -0.3 0.1 0.139
H 26.5411 7.2020 -19.8990 -0.3 -0.2 0.0 0.137
H 23.4999 10.4549 -19.4972 0.2 0.7 -0.3 0.374
H 27.6585 8.5867 -17.8271 0.6 -0.2 0.8 0.139
H 19.2611 12.0875 -16.1348 -0.1 0.2 0.0 0.364
O 23.4112 9.1576 -13.2799 -0.3 0.6 0.0 -0.621
H 19.2579 6.6305 -17.6436 0.0 -0.2 -0.1 0.263
H 20.3314 13.0940 -21.0009 0.2 -0.4 0.0 -0.228
C 19.9095 13.4662 -21.9345 0.2 0.1 1.0 -0.822
H 25.2976 12.5310 -23.6958 -0.4 0.2 -0.2 0.306
H 26.9286 5.1018 -23.6245 0.6 0.1 0.5 0.271
H 19.8856 9.3230 -25.3679 -0.3 0.0 -0.1 0.125
H 16.2669 8.4594 -22.6531 -0.1 0.4 -0.5 0.086
H 16.9715 11.3893 -17.4677 0.4 0.4 -0.3 0.375
H 19.7357 12.1791 -29.9282 -0.2 -0.2 0.2 0.417
H 19.1969 11.7068 -18.6902 0.2 0.5 0.1 -0.487
H 23.9064 9.0968 -21.8437 -0.1 0.4 0.3 0.336
H 25.8279 12.0133 -22.1127 0.7 -0.3 -0.3 0.318
H 20.2685 7.7445 -21.6450 0.1 1.0 0.2 -0.276
H 20.2388 9.8588 -20.0135 -0.4 0.4 0.2 -1.146
C 20.6981 11.9796 -28.0198 0.4 -0.1 0.5 1.130
H 19.4580 14.4041 -21.6109 -0.3 0.1 -0.3 0.692
C 22.4362 10.6027 -19.6837 0.7 -0.1 -0.3 -0.656
H 20.3497 13.6865 -29.3342 0.1 0.1 0.3 0.370
H 22.4937 8.3021 -22.4149 -0.3 0.0 -0.1 -0.132
H 20.1409 5.2680 -15.9362 0.0 -0.2 0.2 0.347
C 23.3883 11.4931 -13.8213 0.9 -0.3 -0.3 -1.519
H 24.9708 10.8694 -23.1363 0.0 -0.2 -0.3 0.093
H 27.9270 11.2116 -26.5688 0.4 -0.3 0.1 0.355
H 22.0022 10.3051 -18.7292 -0.5 -0.8 -0.3 -0.282
H 15.9695 10.2362 -18.1879 -0.1 -0.3 -0.3 0.460
O 20.7388 9.2142 -20.5196 0.4 -1.8 -1.0 2.223
C 28.1504 9.5488 -17.9700 1.3 0.8 -1.5 0.548
H 23.0264 12.3172 -14.4362 -0.5 -0.3 -0.1 0.261
H 21.1244 13.7925 -26.9557 0.2 0.2 -0.3 0.265
H 22.8233 5.9954 -25.6108 0.5 0.0 -0.5 0.055
C 20.9956 13.7418 -22.9662 -0.5 -0.6 0.5 1.238
H 24.8452 9.8950 -15.5751 0.1 -0.4 0.3 0.478
H 21.6780 13.3945 -17.4192 0.1 0.0 -0.2 -0.126
C 26.8268 6.1763 -19.6660 0.8 -0.9 1.6 -1.467
H 25.1791 13.6054 -19.4351 -0.5 -0.1 0.1 0.260
H 16.1309 6.7958 -22.3236 -0.7 -0.2 0.3 0.261
H 24.5108 7.9975 -25.3023 0.0 -0.2 -0.1 0.257
H 17.7259 8.6428 -20.2910 0.6 0.1 0.2 0.106
C 20.1892 8.4145 -16.7741 0.2 -1.6 -0.7 -0.235
H 26.5544 10.2302 -19.1611 0.1 0.2 -0.4 0.136
H 23.1289 11.6728 -12.7779 -0.3 -0.2 -0.1 0.356
O 23.5058 7.8080 -27.8240 1.1 0.0 -1.2 -0.607
H 26.1168 6.7654 -22.3334 -0.1 0.1 0.7 0.178
H 24.0036 17.1691 -20.8675 0.1 0.3 -0.1 0.354
C 20.3381 12.2538 -16.1572 0.3 -0.2 0.1 -1.224
C 19.8813 9.8986 -24.4423 -0.2 -1.3 0.8 0.472
C 20.4150 14.5498 -24.0815 0.0 1.0 -0.4 -1.786
H 21.8227 7.0146 -18.5400 -0.4 0.2 -0.2 -0.225
O 21.5472 12.5372 -23.4883 0.6 0.0 0.5 -0.120
O 24.6765 16.7441 -20.3307 0.0 1.0 0.3 -0.612
H 21.6496 6.0971 -26.9614 0.3 0.0 -0.2 0.441
C 21.6145 12.8359 -27.1374 -0.1 -0.8 0.6 -0.838
H 21.8658 3.7646 -21.6598 0.1 -0.2 0.2 0.298
H 19.6974 14.4564 -18.3417 -0.1 0.0 -0.3 0.278
O 19.4183 11.8041 -27.4351 -0.5 0.4 -0.4 -0.667
C 25.0208 11.9169 -22.8389 2.2 -0.7 -0.1 -0.825
O 19.6450 7.2256 -22.1585 0.4 -1.0 -0.4 0.533
O 19.0903 10.8822 -19.1701 0.5 -0.5 -0.9 0.336
C 22.4408 5.0195 -23.0058 -0.7 0.2 0.7 -0.248
H 19.6275 14.9893 -15.7796 0.0 -0.3 0.1 0.356
H 20.1771 5.5709 -20.9337 0.3 0.0 -0.3 0.001
H 18.1512 7.1849 -23.1925 0.2 0.3 0.3 0.234
H 24.5367 5.2371 -17.9051 0.3 0.4 0.1 0.501
H 23.4043 10.3430 -16.4033 -0.1 0.0 -0.3 -0.053
H 22.5756 15.7917 -18.9701 0.2 0.0 0.2 0.537
O 23.9742 12.3026 -22.0848 -2.3 1.1 1.6 0.067
C 23.7775 9.6806 -15.6223 -0.6 1.2 0.2 -0.787
H 22.8868 7.7396 -28.5545 0.1 -0.1 -0.1 0.404
H 20.6732 12.2973 -15.1209 0.1 0.3 0.0 0.525
H 26.9417 12.8759 -25.4943 -0.2 0.4 0.0 0.294
H 27.2317 6.1126 -18.6560 -0.3 0.5 0.5 0.567
H 22.6233 4.3419 -23.8399 0.2 0.1 0.0 0.445
C 27.0383 10.5077 -18.2247 -1.3 0.1 -0.5 -0.615
H 16.3185 9.4900 -20.6686 -0.1 0.7 0.2 0.605
H 20.2348 8.9444 -17.7255 0.0 0.0 0.0 -0.200
H 21.1517 14.8324 -24.8335 0.0 -0.2 0.0 0.325
H 21.6421 10.5216 -21.7224 0.7 0.2 -0.3 -1.422
H 30.0838 9.0100 -18.8723 -0.2 -0.3 0.4 0.393
H 29.2926 10.8559 -17.1453 0.0 0.1 0.0 0.373
H 21.9653 10.0591 -14.5406 -0.3 -0.3 0.3 0.114
H 25.0255 14.9277 -18.2311 -0.2 0.0 0.0 0.386
H 21.7641 12.4011 -26.1492 -0.2 -0.2 0.2 -0.008
H 21.3126 14.5662 -15.3324 0.0 0.5 0.2 0.375
H 19.4970 11.4244 -26.5570 0.3 0.2 0.3 0.240
H 18.6350 5.4857 -21.8547 0.0 -0.1 0.2 0.406
H 19.6026 14.0014 -24.5582 0.1 -0.1 -0.1 0.302
H 17.4841 9.7604 -17.4254 0.2 -0.3 -0.4 0.167
H 23.0622 7.9160 -20.8263 0.0 0.1 0.3 -0.280
H 29.4135 10.2981 -19.7235 -0.6 0.6 0.3 0.376
H 19.2189 9.4740 -23.6880 0.2 -0.7 -0.2 -0.034
C 22.7834 7.9784 -26.6648 -0.8 -0.5 2.0 1.067
C 22.1679 6.6539 -26.1807 -0.7 0.4 0.6 -0.930
H 24.4703 11.6074 -13.8874 0.2 -0.1 0.2 0.411
O 19.6890 13.5708 -17.9712 -0.5 -0.2 -1.3 -0.549
C 24.2978 15.4041 -20.2488 -0.6 -1.3 0.0 0.949
H 22.2491 6.2490 -17.0590 -0.2 -0.2 0.2 0.456
C 25.2027 14.6838 -19.2786 0.7 -0.2 0.0 -1.414
H 21.4086 5.3697 -23.0101 0.0 0.3 -0.6 0.120
C 21.9690 9.8198 -20.9552 -0.4 0.3 1.7 2.276
C 26.9702 11.1043 -26.0579 1.0 -1.3 -0.2 -0.559
H 26.2260 10.3909 -17.5073 0.2 0.2 0.4 -0.080
O 25.4454 5.1711 -21.1461 -0.5 0.0 -1.9 -0.335
O 26.3500 12.3292 -26.0163 -0.9 1.5 -0.1 -0.459
H 24.0628 6.4272 -19.1938 0.1 0.0 0.2 -0.032
H 19.9731 15.4706 -23.7008 0.0 0.1 0.1 0.504
H 23.6455 4.7126 -19.2597 0.0 0.0 -0.3 0.424
H 23.0076 8.3016 -13.4415 -0.1 0.0 -0.2 0.333
H 19.1337 12.7659 -22.2440 0.0 0.1 -0.3 0.126
H 21.9767 8.6888 -26.8455 -0.4 0.1 -0.1 -0.283
C 17.0238 10.4940 -18.0872 -0.7 -0.3 0.3 -1.596
H 20.9650 15.6189 -16.7252 0.1 0.1 0.0 0.437
C 24.4218 5.4220 -18.9731 0.9 -0.6 -0.4 -1.164
O 20.1463 6.2156 -15.7822 -0.6 0.0 -0.2 -0.615
O 26.6688 7.1151 -23.0366 -0.3 -0.3 -0.3 -0.381
C 19.3222 6.1329 -21.3098 -0.5 0.5 0.2 -0.812
H 23.1179 12.2532 -22.5159 -0.3 -0.1 -0.6 0.025
H 15.3036 7.4030 -23.7524 0.5 0.1 -0.4 0.359
C 17.3863 9.6525 -20.5217 0.6 0.3 0.4 -1.124
C 22.9266 8.7467 -21.5188 -0.7 0.1 0.0 -0.954
C 17.7220 10.7151 -19.4497 -2.0 -0.2 1.5 0.854
H 21.4253 12.4503 -29.9887 0.3 0.1 0.3 0.376
H 20.7812 11.3374 -16.5470 0.0 0.0 -0.3 -0.066
H 21.8119 14.1912 -22.4007 0.1 0.5 -0.5 -0.114
H 17.8304 9.9775 -21.4625 0.0 -0.2 -0.1 0.013
C 20.6839 13.5096 -16.9872 -0.6 -1.0 1.3 1.284
H 17.2742 11.6620 -19.7515 0.3 0.2 -0.7 0.216
H 19.3172 8.7736 -16.2276 -0.1 -0.3 0.0 0.469
H 26.0818 4.1213 -19.5331 0.3 -0.1 0.2 0.253
O 19.4458 11.2254 -24.6096 0.1 0.7 -0.4 -0.380
O 17.4144 7.1295 -23.8054 -0.7 0.3 -1.3 -0.612
H 26.4103 10.3716 -26.6392 -0.3 0.2 0.1 0.171
H 21.1682 5.4096 -18.2348 0.5 -0.3 0.0 0.460
H 21.0846 8.6697 -16.2073 0.0 -0.1 0.1 -0.213
H 22.1627 15.6625 -20.6505 0.0 0.0 -0.2 0.418
C 20.5537 12.6160 -29.3554 -0.6 0.3 -1.4 -1.682
H 22.6355 12.9166 -27.5102 -0.2 0.3 -0.4 0.420
C 21.4259 6.3588 -17.7650 -0.1 0.1 -0.7 -0.862
H 25.6066 5.8130 -24.3424 -0.5 0.6 -0.1 0.105
H 18.4962 11.2178 -24.4694 -0.1 0.2 0.0 0.305
H 20.8072 11.9952 -23.7715 -0.3 -0.1 -0.3 -0.292
C 22.8050 15.2365 -19.8797 0.4 0.3 -0.1 -0.706
C 20.1657 6.8332 -17.0754 0.7 2.8 1.5 0.347
H 18.8348 6.5840 -20.4455 -0.3 -0.5 0.3 0.229
H 26.2442 14.9302 -19.4854 0.0 0.3 -0.1 0.412
H 27.7352 5.9102 -20.2065 -0.4 -0.1 -0.7 0.526
H 21.3883 6.8846 -25.4546 -0.2 0.2 0.1 0.071
```
Forces are in eV/Å.

Summary:
Highest occupied orbital energy (Eh): -0.3564
Lowest unoccupied orbital energy (eV): 0.24
Calculated total energy (Ha): -2947.731534